No. 1
DFT (wB97M-V/def2-TZVPD) results for a cluster of 5 separate species, C22H41N2O8S in total.

Structure (XYZ):
```
74
Properties=species:S:1:pos:R:3:lowdin_charge:R:1
C 2.713 0.737 -2.605 -0.222
S 1.679 2.164 -2.469 1.100
N 2.050 3.091 -3.771 -0.168
C 0.046 1.507 -2.618 -0.386
C -0.265 0.332 -3.298 -0.051
C -1.590 -0.057 -3.294 -0.026
C -2.510 0.739 -2.611 -0.109
N -2.216 1.864 -1.967 0.106
C -0.943 2.247 -1.973 -0.118
H 3.722 0.980 -2.286 0.079
H 2.243 -0.023 -1.973 0.035
H 2.690 0.354 -3.628 0.077
H 1.734 2.749 -4.672 0.088
H 1.811 4.065 -3.609 0.068
H 0.489 -0.265 -3.795 0.121
H -1.915 -0.955 -3.806 0.121
H -3.548 0.419 -2.578 0.111
H -0.680 3.162 -1.445 0.102
O 2.391 -1.908 -1.048 0.062
C 1.841 -2.136 0.007 -0.520
O 2.583 -2.559 1.025 0.019
C 2.068 -2.730 2.362 -0.213
C 1.402 -4.072 2.552 -0.059
C 0.341 -2.029 0.156 0.026
H 1.412 -1.898 2.620 0.112
H 2.948 -2.645 2.997 0.125
H 0.527 -4.182 1.910 0.076
H 1.083 -4.198 3.585 0.089
H 2.088 -4.881 2.311 0.074
H -0.101 -2.960 -0.197 0.105
H -0.012 -1.218 -0.479 0.072
H 0.002 -1.845 1.170 0.075
O -9.244 3.084 -2.726 0.121
C -8.215 2.932 -3.317 -0.521
O -7.076 2.796 -2.593 -0.002
C -5.825 2.440 -3.174 -0.257
C -5.068 3.634 -3.721 -0.063
C -8.141 2.957 -4.826 0.013
H -5.958 1.663 -3.930 0.111
H -5.259 1.999 -2.353 0.102
H -5.603 4.126 -4.532 0.071
H -4.092 3.320 -4.095 0.068
H -4.918 4.374 -2.935 0.086
H -8.083 3.996 -5.148 0.098
H -9.062 2.528 -5.212 0.093
H -7.302 2.411 -5.250 0.067
O 1.767 -6.863 3.964 0.090
C 2.825 -7.198 4.428 -0.524
O 2.917 -7.349 5.761 0.003
C 4.071 -7.905 6.406 -0.231
C 5.139 -6.864 6.666 -0.063
C 4.051 -7.382 3.564 0.014
H 4.452 -8.755 5.841 0.113
H 3.690 -8.296 7.347 0.125
H 5.527 -6.444 5.738 0.067
H 5.971 -7.308 7.214 0.084
H 4.729 -6.047 7.258 0.084
H 4.514 -6.406 3.414 0.093
H 3.728 -7.765 2.600 0.093
H 4.794 -8.060 3.973 0.070
O 0.589 5.910 -1.799 0.091
C 0.853 5.807 -0.628 -0.523
O 0.526 4.641 -0.031 -0.051
C 0.954 4.269 1.290 -0.229
C 0.029 4.799 2.362 -0.055
C 1.476 6.918 0.173 0.027
H 1.990 4.570 1.451 0.116
H 0.936 3.179 1.282 0.119
H 0.017 5.889 2.378 0.075
H 0.349 4.447 3.342 0.088
H -0.990 4.457 2.184 0.088
H 0.681 7.586 0.505 0.106
H 2.141 7.474 -0.482 0.097
H 2.038 6.584 1.040 0.076
```

The largest force on an atom comes out at 0.8 eV/Å. The electronic energy is -1972.2555 a.u. The net charge is +1.

***

No. 2
DFT (wB97M-V/def2-TZVPD) results for a cluster of 8 separate species, C13H36Cl6O10 in total in a non-equilibrium geometry.

Structure (XYZ):
```
65
Properties=species:S:1:pos:R:3:lowdin_charge:R:1
C -0.892 5.852 -6.770 -0.219
C -1.042 6.226 -5.239 -0.211
O 0.162 6.049 -4.505 -0.078
O -0.305 6.928 -7.537 -0.090
H -1.834 5.634 -7.273 0.105
H -0.324 4.943 -6.970 0.109
H -1.724 5.534 -4.744 0.115
H -1.354 7.270 -5.231 0.113
H 0.909 6.152 -5.099 0.079
H -0.108 6.600 -8.417 0.077
C -0.005 -5.983 4.959 -0.233
C 0.223 -6.782 6.237 -0.279
O -0.876 -7.554 6.584 -0.051
O -0.940 -4.888 5.089 -0.066
H -0.254 -6.639 4.126 0.118
H 0.993 -5.625 4.706 0.109
H 0.351 -6.110 7.086 0.118
H 1.144 -7.361 6.175 0.122
H -1.544 -6.870 6.663 0.084
H -0.697 -4.232 4.432 0.079
C 0.195 1.290 1.704 -0.242
C -0.282 1.768 0.322 -0.280
O 0.707 1.961 -0.616 -0.042
O 0.495 -0.069 1.582 -0.077
H -0.618 1.372 2.426 0.116
H 1.101 1.770 2.075 0.117
H -0.844 2.691 0.469 0.119
H -0.965 0.984 -0.005 0.121
H 0.512 2.773 -1.090 0.092
H 0.612 -0.287 0.655 0.076
C 4.710 -1.132 -3.196 -0.226
C 3.895 -2.196 -2.384 -0.258
O 2.516 -1.959 -2.375 -0.064
O 4.715 0.129 -2.542 -0.066
H 4.289 -1.005 -4.194 0.109
H 5.742 -1.472 -3.283 0.116
H 4.265 -2.333 -1.368 0.121
H 4.002 -3.193 -2.812 0.109
H 2.308 -1.999 -3.311 0.083
H 3.823 0.273 -2.219 0.076
C -1.493 -1.973 -6.891 -0.248
C -2.130 -0.858 -5.980 -0.260
O -2.670 -1.318 -4.788 -0.047
O -0.434 -2.612 -6.241 -0.075
H -1.093 -1.577 -7.824 0.114
H -2.269 -2.718 -7.066 0.115
H -2.954 -0.378 -6.508 0.119
H -1.341 -0.145 -5.740 0.114
H -1.869 -1.613 -4.349 0.082
H -0.130 -3.287 -6.852 0.086
C -5.996 3.312 2.146 -1.013
Cl -6.131 3.891 0.474 0.484
Cl -5.899 1.528 2.220 0.481
H -5.144 3.832 2.583 0.028
H -6.923 3.554 2.664 0.019
C -1.656 2.253 9.504 -0.972
Cl -0.322 1.009 9.510 0.459
Cl -1.777 3.260 8.018 0.471
H -2.592 1.743 9.732 0.025
H -1.539 3.001 10.287 0.018
C 4.145 -1.825 6.111 -1.031
Cl 5.078 -1.048 7.416 0.481
Cl 4.905 -3.326 5.594 0.499
H 3.200 -2.058 6.602 0.017
H 3.972 -1.154 5.271 0.034
```

The largest force on an atom comes out at 2.3 eV/Å. The SMILES is ClCCl.ClCCl.ClCCl.OCCO.OCCO.OCCO.OCCO.OCCO. The electronic energy is -4030.2912 a.u.

***

| no. | highest occupied orbital energy (eV) | LUMO (eV) | M (g mol⁻¹) |
| --- | --- | --- | --- |
| 1 | -11.66 | -3.30 | 493.643 |
| 2 | -10.08 | 0.17 | 565.139 |